Density functional theory data (ωB97M-V/def2-TZVPD) for a cluster of 5 separate species, C38H80N4O6 in total at a distorted geometry.

```
128
Properties=species:S:1:pos:R:3
O 0.9480 2.4057 -1.3229
O 0.8371 -2.9419 -0.1638
O -3.1816 0.5335 -3.4650
O 4.1029 -5.0759 1.8527
O -1.3220 -1.3631 -1.8244
O -4.1391 -3.5165 0.6907
N 1.8999 2.8639 -0.3980
N -3.5617 -2.2553 0.7577
N 3.4971 -3.8742 2.2454
N -2.9969 1.7025 -4.2077
C -3.0454 0.5413 1.4994
C -2.7564 0.6142 -6.3155
C -2.1764 -0.6132 2.0524
C -5.7549 -0.9633 1.0624
C -4.8701 -1.5825 -1.1509
C -1.8631 2.9358 -6.0316
C 3.7872 3.2290 1.6495
C 5.7467 -3.0470 3.1014
C -3.5916 -2.2497 3.2524
C 2.0403 -2.7677 3.9267
C 0.9340 1.8205 1.6267
C -1.6388 4.0988 -5.0731
C 3.8495 -1.4611 2.7999
C -2.7588 -2.0209 1.9301
C -3.0639 2.8531 -3.3154
C -4.5086 2.9413 -2.7704
C 4.8387 -2.5122 0.8182
C -0.0625 -0.9603 -1.4960
C 0.6319 -1.5946 -0.2637
C 0.1359 4.0945 0.8035
C -2.0726 2.8487 -2.1291
C 1.4592 -4.9134 2.9804
C -1.5814 -2.9938 1.9851
C 3.5373 2.6402 -2.1773
C -3.6402 0.0952 0.1715
C 3.0763 -1.6417 4.0929
C 3.4453 0.8830 -0.3673
C -2.0899 1.5812 -5.3362
C -2.8380 4.1458 -4.1123
C 3.3491 -4.8823 4.5860
C 1.3256 3.1448 0.9258
C 2.4056 3.8755 1.7024
C 2.6539 -4.0827 3.4175
C 3.2842 2.3785 -0.7037
C -0.7307 0.9958 -4.9168
C -4.4346 -1.1993 0.2684
C 4.4618 -2.7676 2.2690
C 4.1882 3.2437 0.1836
H 3.1224 -5.9472 4.6398
H 2.6195 4.8988 1.3834
H -1.9701 -4.0091 2.1094
H 4.0919 4.2506 -0.2360
H -4.3594 0.8398 -0.1913
H 0.6338 -1.0268 -2.3720
H -4.2172 -1.3918 3.5173
H 5.3363 -1.5496 0.6694
H -3.7520 4.4351 -4.6404
H 4.7636 -5.2544 2.5453
H -2.8601 0.0332 -0.5937
H 1.7679 -5.9175 2.6874
H -2.3268 0.2139 -3.0839
H -3.8372 0.7865 2.2126
H 4.5134 3.7159 2.3044
H 0.8899 -4.4569 2.1630
H 2.0946 3.9249 2.7557
H 6.5615 -2.4281 2.7343
H 2.7014 0.3645 -0.9727
H -1.6093 5.0814 -5.5454
H -5.1597 2.7374 -3.6296
H 2.9225 -4.4127 5.4745
H -2.3642 1.3878 1.3966
H 0.0039 0.9036 -5.7223
H 5.3362 -3.3351 0.3054
H -0.7167 3.9077 -4.5207
H 3.3627 0.6254 0.6824
H -2.9545 -2.3956 4.1308
H -0.2734 1.4849 -4.0529
H -4.6205 -3.6859 1.5218
H 3.6529 -1.6593 5.0210
H 2.5039 -0.7071 4.1787
H -6.2870 -1.9077 1.2267
H -0.4182 3.8673 -0.1047
H -3.7598 0.9976 -6.5398
H -2.8272 -0.4012 -5.9331
H 0.4882 5.1215 0.6869
H 4.4382 -4.8163 4.5899
H -0.0134 0.1582 -1.3291
H -1.9027 -0.3333 3.0742
H 5.2174 2.8695 0.1202
H 4.4261 0.5277 -0.7009
H -4.7167 3.9941 -2.5534
H -4.0279 -1.7879 -1.8142
H 0.7418 1.4582 -1.1321
H -2.6920 3.1678 -6.7110
H 1.2965 -2.4298 3.2047
H 1.5597 -2.9540 4.8872
H -0.8286 -2.7866 2.7452
H -4.8301 2.2701 -1.9801
H -2.6418 4.9412 -3.3867
H -1.2102 -0.6357 1.5367
H 1.8058 1.2085 1.8680
H 6.0731 -4.0945 3.0603
H -1.0639 -2.9686 1.0169
H -2.0651 3.7772 -1.5556
H 3.7935 2.1904 1.9986
H -5.6184 -0.4965 2.0376
H -5.5177 -0.8565 -1.6476
H 3.8975 -2.3913 0.2650
H -2.3652 0.5681 -7.3404
H -6.4401 -0.3939 0.4333
H 5.5526 -2.9657 4.1755
H -0.8206 -0.0449 -4.5811
H -4.2358 -3.1377 3.2625
H 0.6870 -4.9759 3.7584
H 3.1851 -1.0160 2.0535
H 2.8457 2.0917 -2.8096
H 0.3600 1.1580 0.9721
H -1.0600 2.8138 -2.5339
H 0.0313 -1.2476 0.6269
H 4.6009 -0.6708 2.9075
H -0.9962 2.8737 -6.6966
H -0.4766 4.0203 1.7013
H -2.2672 1.9955 -1.4815
H -5.4464 -2.5121 -1.1055
H 1.5560 -1.0071 -0.0368
H 3.3818 3.7122 -2.3366
H 0.3978 1.9975 2.5626
H 4.5791 2.4513 -2.4440
```

charge = -2
energy relative to the best compared isomer or geometry (same formula, charge and spin) = 0.0 kcal/mol

---

Density functional theory data (ωB97M-V/def2-TZVPD) for a structure of composition C38H81Br18GaN.

```
139
Properties=species:S:1:pos:R:3
Br 2.5705 3.3359 -1.9202
Br 3.6721 6.5820 -7.1929
Br -11.2505 1.5770 -3.2136
Br 1.0877 4.2745 -5.8991
Br 3.8355 -2.6883 1.2152
Br 0.4226 -3.9175 1.8550
Br 3.5252 1.9311 4.0629
Br 1.4109 5.0583 1.1250
Br 4.3074 -6.7090 4.5944
Br -10.4269 -1.8972 -4.1017
Br 7.5093 0.0546 1.3687
Br 7.2827 -6.1480 2.5866
Br -0.1470 7.6100 3.2420
Br 10.0592 -2.1626 2.7562
Br 6.0836 3.9583 2.3302
Br 9.7777 4.6308 3.5770
Br 2.9381 6.2378 4.7343
Br 9.1539 1.1817 4.6899
Ga -5.2149 -1.2827 -2.5137
N -4.5142 -0.4876 -0.8626
C 6.0159 3.3643 4.1801
C -10.3425 0.8700 -4.7819
C 1.2042 8.4943 4.3139
C 2.1078 -4.8689 1.9251
C -2.5908 -0.2987 -3.4658
C -2.2860 2.8532 -0.1392
C -7.7079 -2.1209 0.2085
C 6.5846 -7.8288 3.2694
C 3.5229 3.6731 -0.2544
C -0.0517 -0.7383 -3.3336
C 3.2262 -4.0350 2.4851
C -2.0475 4.3190 0.2158
C 8.1203 -2.3211 2.8191
C 10.2682 1.8367 3.2407
C -7.0789 -3.4918 -0.0237
C -3.8786 -0.9321 -4.0097
C 0.6133 -1.2336 -0.8608
C -5.8619 -3.7767 0.8512
C -3.7726 -4.5720 -0.4750
C 10.9820 3.1057 3.6225
C -1.3094 -0.7034 -4.2011
C -2.8668 -3.5292 0.1676
C -4.9925 -4.9377 0.3629
C -7.9696 -0.3007 -1.6376
C 2.6210 3.5521 0.9416
C -10.9585 -0.4262 -5.2435
C -1.2716 1.9171 0.5390
C -7.0704 -0.5003 -2.8519
C 2.5927 8.0012 3.9949
C -0.4680 1.0301 -0.4094
C 7.4737 -1.8794 1.5330
C -0.1198 -0.3433 0.1300
C -0.1830 -1.6435 -2.1014
C 5.4523 1.9785 4.3206
C 3.0052 4.2726 -5.6053
C -8.5441 -1.5443 -0.9485
C 3.5672 5.6618 -5.4801
C 5.0804 -7.8359 3.2129
H -5.2734 -2.8669 0.9758
H 10.9726 1.0336 3.0360
H -2.6868 0.7889 -3.5052
H -4.6423 -5.5090 1.2274
H -6.8845 0.4902 -3.2858
H -5.6258 -5.6124 -0.2187
H 1.9420 -5.7339 2.5642
H 5.6274 1.6115 5.3297
H 6.9974 -8.6067 2.6320
H -3.1819 -2.5144 -0.0665
H 0.2442 0.2726 -3.0463
H -1.0267 -0.8341 0.4918
H 3.1643 3.7343 -4.6746
H -3.6240 -1.9071 -4.4312
H -6.9319 -1.3999 0.4715
H 6.4244 -2.1653 1.5152
H -9.2959 0.7505 -4.5118
H -2.9194 4.9389 0.0119
H -0.5726 2.5465 1.0967
H 0.7689 -1.1202 -3.9475
H -4.2700 -0.3407 -4.8422
H 6.9592 -7.9415 4.2813
H 0.9242 -2.1378 -0.3417
H -5.0626 0.3333 -0.6146
H -7.5985 -1.0702 -3.6185
H 0.1756 -2.6350 -2.3871
H -10.4492 1.6350 -5.5475
H -2.8580 -3.6366 1.2547
H 2.9598 6.2847 -4.8319
H 0.5395 -0.2114 0.9970
H 4.7197 -7.4562 2.2616
H -4.6725 -1.1407 -0.0974
H -2.5076 -0.5657 -2.4169
H -1.7776 1.2965 1.2792
H 2.9357 -3.5008 3.3841
H 3.9579 4.6640 -0.3394
H -3.2981 2.5507 0.1138
H -1.0320 0.9202 -1.3334
H 1.9966 2.6637 0.8915
H 0.4678 1.5323 -0.6712
H -1.2025 4.6853 -0.3649
H 9.6191 1.9766 2.3822
H -1.8059 4.4227 1.2732
H 3.2126 3.5326 1.8531
H 7.0455 3.3914 4.5301
H 2.7611 7.9249 2.9251
H -6.8272 -3.6303 -1.0746
H 4.3116 2.9256 -0.2045
H 11.7654 3.3309 2.9028
H -8.8216 0.3334 -1.9075
H 2.3188 -5.1945 0.9106
H -1.1399 -0.0056 -5.0262
H -1.4489 -1.6819 -4.6664
H -7.8346 -4.2406 0.2328
H -3.1975 -5.4872 -0.6324
H -12.0430 -0.3841 -5.2447
H -2.1908 2.7345 -1.2176
H 4.5866 5.6233 -5.1040
H -4.0923 -4.2193 -1.4535
H -5.3245 -2.8877 -2.3357
H 4.6827 -8.8335 3.3819
H -10.5989 -0.6796 -6.2384
H -1.8439 -3.6415 -0.1901
H -8.3553 -2.2113 1.0835
H 11.4040 3.0556 4.6207
H 5.8804 1.2877 3.6014
H -8.7775 -2.3264 -1.6704
H -9.5068 -1.2415 -0.5311
H 7.7920 -1.7262 3.6657
H 0.9441 8.3275 5.3542
H 5.4233 4.1046 4.7099
H 1.1220 9.5531 4.0794
H 3.4483 3.7231 -6.4296
H -7.4223 0.2613 -0.8750
H 7.9137 -3.3722 3.0047
H 4.0866 -4.6637 2.6928
H -1.2328 -1.7576 -1.8372
H -6.2234 -4.0272 1.8521
H 1.5189 -0.7090 -1.1858
H 3.3363 8.6575 4.4413
H 7.9822 -2.2784 0.6612
```

charge = -1
energy = -49808.3252 a.u.